No. 1
{"formula": "C4H13NO2", "method": "ωB97M-V with the def2-TZVPD basis set", "symbols": ["C", "C", "N", "C", "C", "O", "H", "H", "H", "H", "H", "H", "H", "H", "H", "H", "H", "O", "H", "H"], "xyz": [[-1.09632, -2.92402, -0.24153], [-0.16970, -1.78377, -0.74148], [-0.92923, -0.50788, -0.47343], [-0.56421, 0.48841, 0.52319], [0.81539, 0.40667, 1.20319], [1.01490, 1.49619, 2.09456], [-1.74181, -3.27539, -1.05726], [-1.52509, -2.68640, 0.75393], [-0.44876, -3.72219, 0.04553], [-0.06357, -1.99961, -1.82753], [0.82889, -1.85105, -0.30795], [-1.01345, -0.05463, -1.37305], [-1.23137, 0.28228, 1.38131], [-0.64358, 1.47879, 0.08527], [0.91174, -0.46975, 1.84776], [1.51723, 0.35072, 0.32841], [1.84948, 1.89773, 1.84084], [0.83073, 4.02428, -1.12233], [0.29124, 4.82536, -1.03918], [1.36752, 4.02428, -1.92026]], "lowdin_charge": [-0.111, -0.255, -0.082, -0.221, -0.280, -0.068, 0.071, 0.078, 0.040, 0.107, 0.089, 0.087, 0.113, 0.111, 0.111, 0.125, 0.081, -0.066, 0.041, 0.030], "total_energy_ha": -365.37423, "lumo_ev": 0.64, "max_force_ev_per_a": 2.41, "total_charge": 0, "de_lowest_kcal_mol": 42.83}


No. 2
{"formula": "C4H13NO2", "method": "ωB97M-V with the def2-TZVPD basis set", "symbols": ["C", "C", "N", "C", "C", "H", "H", "H", "H", "H", "H", "H", "H", "H", "O", "H", "H", "O", "H", "H"], "xyz": [[1.25266, 0.49331, 1.40032], [-0.12102, 0.55193, 1.08883], [-1.07989, 0.66056, 2.06387], [-0.55480, 1.06303, -0.32534], [0.53976, 1.34309, -1.38198], [1.85942, 0.40904, 0.55243], [1.62609, 0.38710, 2.38536], [-2.00090, 0.50441, 1.78822], [-0.99855, 0.78246, 3.10459], [-1.32438, 0.33678, -0.59852], [-1.02419, 2.01840, -0.30696], [1.16591, 0.45960, -1.36931], [1.17087, 2.31154, -1.26557], [0.18113, 1.58041, -2.36112], [0.78792, -2.33020, 0.77350], [0.08846, -2.21297, 0.00729], [0.72381, -1.36834, 1.12052], [-0.48072, -2.13875, -2.44814], [-1.36827, -2.46913, -2.68762], [-0.44330, -2.38225, -1.54040]], "lowdin_charge": [0.024, -0.397, 0.081, -0.189, -0.109, 0.029, 0.055, 0.060, 0.136, 0.100, 0.093, 0.056, 0.112, 0.054, -0.141, 0.047, -0.002, -0.038, 0.059, -0.028], "total_energy_ha": -365.35855, "lumo_ev": 0.59, "max_force_ev_per_a": 5.04, "total_charge": 0, "de_lowest_kcal_mol": 52.67}


No. 3
{"formula": "C4H13NO2", "method": "ωB97M-V with the def2-TZVPD basis set", "symbols": ["C", "C", "C", "N", "C", "H", "H", "H", "H", "H", "H", "H", "H", "H", "O", "H", "H", "O", "H", "H"], "xyz": [[0.53753, 2.07951, -1.21801], [0.67332, 0.96108, -0.13309], [-0.87935, 0.70876, -0.02330], [-1.35990, 0.70598, -1.41372], [-0.48970, 1.41563, -2.24012], [1.45740, 2.46525, -1.73138], [-0.12676, 2.86843, -0.85904], [1.23819, 1.34764, 0.81410], [1.27995, 0.09515, -0.45332], [-1.21813, -0.22052, 0.45804], [-1.18817, 1.64461, 0.55187], [-1.72503, -0.05493, -1.94754], [-0.82598, 2.13042, -2.93905], [0.26367, 0.71766, -2.71994], [-2.24994, -4.33678, 1.35480], [-2.62413, -3.55261, 0.86059], [-2.88901, -4.60280, 2.01614], [3.53427, -0.43043, 2.76753], [3.98392, -0.26010, 1.86512], [2.56796, -0.37220, 2.68894]], "lowdin_charge": [-0.189, -0.187, -0.208, -0.093, -0.275, 0.116, 0.093, 0.122, 0.097, 0.105, 0.118, 0.104, 0.088, 0.117, -0.083, 0.060, 0.022, -0.108, 0.080, 0.022], "total_energy_ha": -365.37078, "lumo_ev": 0.56, "max_force_ev_per_a": 5.51, "total_charge": 0, "de_lowest_kcal_mol": 45.00}


No. 4
{"formula": "C4H13NO2", "method": "ωB97M-V with the def2-TZVPD basis set", "symbols": ["C", "C", "C", "N", "C", "H", "H", "H", "H", "H", "H", "H", "H", "H", "O", "H", "H", "O", "H", "H"], "xyz": [[0.39319, -0.03077, -3.35988], [0.70085, -0.48291, -1.82926], [-0.18809, -1.47613, -1.38359], [-0.66214, -1.48105, -0.03997], [-1.97705, -0.82641, 0.28276], [-0.55562, -0.23650, -3.87230], [1.21370, -0.47430, -4.01423], [0.41343, 1.25576, -3.22018], [1.39002, 0.10798, -1.24715], [-0.79752, -2.14899, -2.16765], [-0.14521, -1.04316, 0.79328], [-2.67975, -1.31847, 0.89177], [-2.48210, -0.66330, -0.71492], [-1.53729, 0.13044, 0.70388], [0.58621, 2.57691, 4.20929], [0.97887, 1.74549, 4.63276], [-0.32455, 2.44952, 3.84148], [2.07545, 0.44496, 2.35617], [2.01813, 0.21355, 1.48641], [1.57946, 1.25738, 2.65131]], "lowdin_charge": [-0.142, -0.142, -0.192, -0.177, -0.108, 0.035, 0.055, 0.133, 0.062, 0.150, 0.115, 0.041, 0.087, 0.089, -0.104, 0.081, 0.061, -0.038, -0.044, 0.037], "total_energy_ha": -365.28282, "lumo_ev": 0.41, "max_force_ev_per_a": 5.50, "total_charge": 0, "de_lowest_kcal_mol": 100.19}


No. 5
{"formula": "C4H13NO2", "method": "ωB97M-V with the def2-TZVPD basis set", "symbols": ["C", "C", "C", "N", "C", "O", "H", "H", "H", "H", "H", "H", "H", "H", "H", "H", "H", "O", "H", "H"], "xyz": [[-0.56655, -1.47052, 2.28052], [-0.49147, -1.91633, 0.85573], [-2.09352, -2.07310, 0.20382], [0.46595, -0.98825, 0.20196], [0.05999, 0.18156, -0.54012], [1.02152, 0.68745, -1.51565], [-1.01734, -0.42412, 2.37210], [0.35321, -1.41851, 2.71134], [-1.11922, -2.02876, 2.94958], [-0.20303, -2.93167, 0.79259], [-2.09332, -1.30322, -0.59329], [-2.78410, -1.69844, 0.98376], [-2.47606, -3.05911, -0.00349], [1.40343, -1.28492, -0.24020], [-0.21106, 1.05310, 0.04156], [-0.70956, -0.09867, -1.32412], [1.93441, 0.63224, -1.07540], [2.75967, 6.26080, -2.93695], [2.83525, 5.26671, -3.05140], [2.93181, 6.61376, -2.11234]], "lowdin_charge": [-0.104, -0.343, -0.009, -0.054, -0.304, -0.106, 0.112, 0.035, 0.046, 0.101, 0.038, 0.055, 0.045, 0.151, 0.111, 0.118, 0.107, -0.057, 0.077, -0.020], "total_energy_ha": -365.33934, "lumo_ev": 0.71, "max_force_ev_per_a": 4.55, "total_charge": 0, "de_lowest_kcal_mol": 64.73}


No. 6
{"formula": "C4H13NO2", "method": "ωB97M-V with the def2-TZVPD basis set", "symbols": ["C", "N", "C", "C", "C", "O", "H", "H", "H", "H", "H", "H", "H", "H", "H", "H", "H", "O", "H", "H"], "xyz": [[-2.08419, -1.45559, -1.28860], [-1.46868, -0.13444, -1.26152], [-0.01852, -0.13693, -1.08584], [0.45191, 1.09153, -0.32184], [1.99982, 1.09505, -0.22622], [-0.15588, 1.10658, 0.94851], [-1.53086, -2.19538, -0.69996], [-2.08084, -1.82603, -2.31186], [-3.09375, -1.38296, -0.92522], [-1.87846, 0.40903, -0.52071], [0.28294, -1.02249, -0.49621], [0.47622, -0.12060, -2.05684], [0.15371, 1.94020, -0.95292], [2.28364, 1.95912, 0.37119], [2.26721, 0.16003, 0.24511], [2.41424, 1.25248, -1.20999], [0.19435, 1.83794, 1.46579], [0.91374, -1.24822, 2.66702], [1.19999, -2.16864, 2.66187], [0.76410, -0.90316, 1.78446]], "lowdin_charge": [-0.129, -0.112, -0.213, -0.455, -0.033, -0.030, 0.070, 0.071, 0.072, 0.088, 0.111, 0.123, 0.141, 0.078, 0.073, 0.077, 0.103, -0.059, 0.037, -0.015], "total_energy_ha": -365.41428, "lumo_ev": 0.84, "max_force_ev_per_a": 1.78, "total_charge": 0, "de_lowest_kcal_mol": 17.70}


No. 7
{"formula": "C4H13NO2", "method": "ωB97M-V with the def2-TZVPD basis set", "symbols": ["C", "N", "C", "C", "C", "O", "H", "H", "H", "H", "H", "H", "H", "H", "H", "H", "H", "O", "H", "H"], "xyz": [[1.66989, -1.08023, -1.02178], [0.38475, -1.14167, -0.18779], [-0.58797, 0.06061, -0.16792], [-1.58461, 0.14019, -1.35005], [0.07167, 1.35226, 0.13954], [-0.61784, 2.16199, 1.15642], [2.06861, -2.06989, -0.84976], [2.34154, -0.22582, -0.80042], [1.52240, -1.13704, -2.06749], [-0.12199, -1.96980, -0.47880], [-1.23966, -0.33942, 0.74828], [-2.14921, 1.01386, -1.13735], [-2.50812, -0.58940, -1.25819], [-1.29343, -0.05524, -2.34444], [1.09794, 1.30690, 0.53079], [-0.06370, 2.00380, -0.65232], [-0.97385, 1.59369, 1.83901], [0.83438, -0.02412, 2.65620], [0.39362, -0.27926, 3.37177], [0.75559, -0.72141, 1.87430]], "lowdin_charge": [-0.088, -0.100, -0.368, -0.062, -0.223, -0.085, 0.066, 0.085, 0.043, 0.092, 0.164, 0.059, 0.109, 0.052, 0.114, 0.095, 0.054, -0.045, -0.051, 0.088], "total_energy_ha": -365.35342, "lumo_ev": 0.84, "max_force_ev_per_a": 7.41, "total_charge": 0, "de_lowest_kcal_mol": 55.89}


No. 8
{"formula": "C4H13NO2", "method": "ωB97M-V with the def2-TZVPD basis set", "symbols": ["C", "C", "N", "C", "C", "O", "H", "H", "H", "H", "H", "H", "H", "H", "H", "H", "H", "O", "H", "H"], "xyz": [[2.56144, -1.53912, 0.20545], [1.04376, -1.49539, 0.12424], [0.61329, -0.65935, -0.99495], [0.53122, 0.78029, -0.78524], [0.25187, 1.31607, 0.61407], [-0.93420, 0.87339, 1.23951], [2.93760, -0.51116, 0.22658], [2.93425, -2.11596, 1.05039], [2.94363, -1.92851, -0.74340], [0.62224, -2.48689, -0.02874], [0.62800, -1.14582, 1.06547], [-0.26334, -1.00409, -1.35556], [1.48478, 1.23993, -1.07839], [-0.20050, 1.16527, -1.48250], [0.25550, 2.40841, 0.49146], [1.04821, 1.02982, 1.30453], [-1.68729, 0.99693, 0.64783], [-4.87146, 1.20542, 0.18092], [-5.11001, 1.60465, -0.65995], [-4.78902, 0.26610, -0.02172]], "lowdin_charge": [-0.096, -0.298, -0.076, -0.226, -0.275, -0.065, 0.065, 0.070, 0.072, 0.110, 0.090, 0.093, 0.110, 0.110, 0.115, 0.112, 0.081, -0.058, 0.031, 0.034], "total_energy_ha": -365.40801, "lumo_ev": 0.48, "max_force_ev_per_a": 0.81, "total_charge": 0, "de_lowest_kcal_mol": 21.63}


No. 9
{"formula": "C4H13NO2", "method": "ωB97M-V with the def2-TZVPD basis set", "symbols": ["C", "C", "C", "N", "C", "O", "H", "H", "H", "H", "H", "H", "H", "H", "H", "H", "H", "O", "H", "H"], "xyz": [[-0.98344, 1.46136, 1.48631], [-1.49709, 0.88749, 0.18108], [-0.72472, -0.34345, -0.23375], [0.68100, -0.02545, -0.56057], [1.30505, -0.79730, -1.60492], [0.69040, -0.72910, -2.87270], [-0.75852, 2.51924, 1.47490], [-0.09064, 1.00229, 1.85796], [-1.73232, 1.34593, 2.26866], [-1.46935, 1.63639, -0.61191], [-2.55194, 0.63545, 0.25069], [-0.82244, -1.13213, 0.52394], [-1.20403, -0.85182, -1.08996], [0.66865, 0.93932, -0.87004], [2.29173, -0.36209, -1.71110], [1.41737, -1.84007, -1.29795], [-0.23548, -0.98714, -2.74211], [2.05474, -1.19363, 1.80232], [1.43943, -0.78560, 1.16933], [1.52158, -1.37970, 2.57982]], "lowdin_charge": [-0.099, -0.244, -0.244, -0.066, -0.302, -0.047, 0.070, 0.053, 0.073, 0.109, 0.106, 0.120, 0.104, 0.118, 0.125, 0.128, 0.069, -0.075, -0.024, 0.026], "total_energy_ha": -365.41797, "lumo_ev": 0.80, "max_force_ev_per_a": 1.37, "total_charge": 0, "de_lowest_kcal_mol": 15.38}


No. 10
{"formula": "C4H13NO2", "method": "ωB97M-V with the def2-TZVPD basis set", "symbols": ["C", "C", "C", "N", "C", "H", "H", "H", "H", "H", "H", "H", "H", "H", "O", "H", "H", "O", "H", "H"], "xyz": [[-0.68758, 0.67842, 1.43318], [-0.77566, 1.05018, 0.10892], [-0.22703, 2.40469, -0.34857], [-0.61889, 0.13831, -0.99789], [-1.34171, 0.36316, -2.21196], [-0.21208, 1.21820, 2.27347], [-0.98932, -0.39257, 1.51044], [0.68442, 2.28518, -0.96332], [-0.92109, 2.94878, -1.02210], [0.09667, 3.12860, 0.43725], [0.26670, -0.41160, -1.19697], [-1.71205, -0.51918, -2.61273], [-2.30169, 0.92929, -2.23282], [-0.54646, 0.80057, -2.68894], [0.74388, -3.07921, 2.62821], [0.04699, -2.96352, 3.28009], [1.57335, -3.02961, 3.03047], [2.17269, -1.51048, 0.08330], [2.71792, -2.16143, 0.33933], [2.03093, -1.87778, -0.84935]], "lowdin_charge": [0.052, -0.385, -0.093, -0.115, -0.138, 0.065, 0.057, 0.076, 0.068, 0.074, 0.135, 0.046, 0.107, 0.048, -0.034, 0.039, -0.004, -0.033, -0.048, 0.084], "total_energy_ha": -365.31098, "lumo_ev": 0.60, "max_force_ev_per_a": 5.67, "total_charge": 0, "de_lowest_kcal_mol": 82.52}


No. 11
{"formula": "C4H13NO2", "method": "ωB97M-V with the def2-TZVPD basis set", "symbols": ["C", "N", "C", "O", "C", "C", "H", "H", "H", "H", "H", "H", "H", "H", "H", "H", "H", "H", "H", "O"], "xyz": [[0.24666, -0.40047, 0.64335], [0.02049, -0.69431, -0.81292], [-1.19573, -0.13765, -1.36298], [-1.32389, 1.32194, -1.32961], [0.88775, 0.95561, 0.95852], [0.01316, 1.82187, 1.87224], [0.90652, -1.23299, 1.00609], [-0.67375, -0.50334, 1.11278], [0.83100, -0.37526, -1.34824], [-1.29217, -0.50087, -2.39330], [-2.00802, -0.49248, -0.78327], [-0.86797, 1.67787, -2.05352], [1.85140, 0.84049, 1.42428], [1.05499, 1.51295, 0.03379], [-0.15763, 1.28065, 2.80375], [-0.95961, 2.00363, 1.40978], [0.54507, 2.71779, 2.12953], [0.70988, -3.98822, -0.84412], [0.45954, -2.52991, -1.05877], [0.95231, -3.27728, -1.40737]], "lowdin_charge": [-0.105, 0.149, -0.163, 0.057, -0.198, -0.064, 0.168, 0.108, 0.177, 0.158, 0.135, 0.079, 0.116, 0.111, 0.089, 0.083, 0.087, 0.039, -0.022, -0.004], "s2": 0.756, "spin_multiplicity": 2, "total_energy_ha": -365.06863, "lumo_ev": [-3.23, -9.25], "max_force_ev_per_a": 4.79, "total_charge": 1, "de_lowest_kcal_mol": 49.17}


No. 12
{"formula": "C4H13NO2", "method": "ωB97M-V with the def2-TZVPD basis set", "symbols": ["C", "C", "C", "N", "C", "H", "H", "H", "H", "H", "H", "H", "H", "H", "H", "H", "O", "H", "H", "O"], "xyz": [[0.61567, -1.38854, -0.51257], [0.51100, -0.38080, -1.59346], [-0.38853, 0.68151, -1.51720], [-1.51184, 0.61457, -0.78936], [1.44915, -0.39387, -2.72638], [0.34292, -2.37885, -0.87401], [-0.02041, -1.16015, 0.32762], [1.65059, -1.41740, -0.18354], [-0.24229, 1.64884, -1.97253], [-2.24635, 1.25214, -1.08307], [-1.95068, -0.30844, -0.81184], [2.48206, -0.20570, -2.44083], [1.14950, 0.30382, -3.48589], [1.51215, -1.38071, -3.18035], [0.00546, 2.41193, 1.20894], [-1.10780, 1.37763, 1.30778], [-0.51530, 1.91094, 1.84753], [-0.07989, -0.72334, 4.70277], [-0.00712, -0.56226, 3.13736], [0.04320, -1.17934, 3.86457]], "lowdin_charge": [0.011, -0.206, -0.042, 0.163, -0.007, 0.120, 0.078, 0.121, 0.157, 0.148, 0.153, 0.121, 0.091, 0.116, 0.038, -0.005, -0.042, 0.045, -0.007, -0.054], "s2": 0.755, "spin_multiplicity": 2, "total_energy_ha": -365.12553, "lumo_ev": [-4.37, -7.36], "max_force_ev_per_a": 2.01, "total_charge": 1, "de_lowest_kcal_mol": 13.47}


Copy entry 8 word for word.
{"formula": "C4H13NO2", "method": "ωB97M-V with the def2-TZVPD basis set", "symbols": ["C", "C", "N", "C", "C", "O", "H", "H", "H", "H", "H", "H", "H", "H", "H", "H", "H", "O", "H", "H"], "xyz": [[2.56144, -1.53912, 0.20545], [1.04376, -1.49539, 0.12424], [0.61329, -0.65935, -0.99495], [0.53122, 0.78029, -0.78524], [0.25187, 1.31607, 0.61407], [-0.93420, 0.87339, 1.23951], [2.93760, -0.51116, 0.22658], [2.93425, -2.11596, 1.05039], [2.94363, -1.92851, -0.74340], [0.62224, -2.48689, -0.02874], [0.62800, -1.14582, 1.06547], [-0.26334, -1.00409, -1.35556], [1.48478, 1.23993, -1.07839], [-0.20050, 1.16527, -1.48250], [0.25550, 2.40841, 0.49146], [1.04821, 1.02982, 1.30453], [-1.68729, 0.99693, 0.64783], [-4.87146, 1.20542, 0.18092], [-5.11001, 1.60465, -0.65995], [-4.78902, 0.26610, -0.02172]], "lowdin_charge": [-0.096, -0.298, -0.076, -0.226, -0.275, -0.065, 0.065, 0.070, 0.072, 0.110, 0.090, 0.093, 0.110, 0.110, 0.115, 0.112, 0.081, -0.058, 0.031, 0.034], "total_energy_ha": -365.40801, "lumo_ev": 0.48, "max_force_ev_per_a": 0.81, "total_charge": 0, "de_lowest_kcal_mol": 21.63}